No. 1
The following is a DFT calculation (the ωB97M-V functional and the def2-TZVPD basis) of a cluster of 3 separate species, C16H45BN6O6PS in total.

Geometry as ORCA input:
```
! RIJCOSX wB97M-V def2-TZVPD def2/J DEFGRID3
* xyz 1 1
C -1.3150 -4.9176 -1.7265
C -2.3728 -4.9230 -0.6473
O -3.3414 -3.8637 -0.9226
B -3.8990 -3.1535 0.0491
O -4.0638 -3.4446 1.3565
N -4.4053 -1.7131 -0.3402
C -3.3342 -0.8527 -0.9988
C -2.0349 -1.0124 -0.2173
C -0.9971 0.1716 -0.3209
N -1.5802 1.4841 -0.1786
N -0.0166 0.0153 0.7475
N -0.2690 0.1501 -1.5706
C -3.2265 -1.1596 -2.4859
O -4.4820 -1.1459 -3.1410
C -5.3888 -2.0625 -2.5861
C -5.7050 -1.6782 -1.1436
S -6.3878 0.0127 -1.1101
P -6.9455 -2.7835 -0.3517
O -7.0387 -2.5586 1.1028
H -1.6255 -5.4772 -2.6062
H -0.3956 -5.3553 -1.3402
H -1.0819 -3.8970 -2.0319
H -1.9486 -4.7505 0.3412
H -2.9194 -5.8641 -0.6223
H -4.7172 -4.0777 1.6658
H -4.6221 -1.2861 0.5652
H -3.6933 0.1713 -0.8907
H -2.2719 -1.1500 0.8438
H -1.5163 -1.9125 -0.5627
H -2.0197 1.6358 0.7192
H -2.2166 1.7432 -0.9200
H 0.5221 -0.8310 0.5983
H -0.4564 -0.0474 1.6595
H -0.0327 -0.7784 -1.8949
H -0.7122 0.6702 -2.3135
H -2.7040 -2.1049 -2.6611
H -2.6472 -0.3625 -2.9454
H -4.9967 -3.0850 -2.6385
H -6.3038 -1.9967 -3.1729
H -7.2357 -0.2063 -0.0902
H -6.5093 -4.0689 -0.7415
H -8.0816 -2.5310 -1.1330
C 3.2932 0.7780 -0.9820
C 3.5349 -0.3247 0.0391
C 4.7123 -0.0367 0.9778
O 5.9860 -0.2047 0.3926
C 6.4831 0.9095 -0.3244
N 3.6576 -1.6153 -0.6516
H 4.0383 0.7362 -1.7783
H 2.3110 0.6660 -1.4388
H 3.3357 1.7639 -0.5173
H 2.6509 -0.4023 0.6806
H 4.6782 -0.7503 1.8064
H 4.6183 0.9727 1.4009
H 6.1738 1.8497 0.1446
H 6.1508 0.9143 -1.3650
H 7.5699 0.8464 -0.3063
H 3.7275 -2.3594 0.0365
H 4.5503 -1.6319 -1.1374
C 3.6352 5.3075 3.6337
C 3.9404 5.5057 2.1529
C 2.8801 4.9164 1.2152
O 2.9207 3.5065 1.0904
C 2.2507 2.7786 2.0991
N 5.2870 5.0076 1.8754
H 3.8363 4.2815 3.9440
H 4.2705 5.9577 4.2331
H 2.5928 5.5381 3.8610
H 3.9486 6.5826 1.9548
H 3.0603 5.2990 0.2077
H 1.8737 5.2355 1.5181
H 1.3596 3.3144 2.4443
H 2.8927 2.5784 2.9616
H 1.9362 1.8318 1.6592
H 5.5638 5.2518 0.9302
H 5.2688 3.9922 1.8996
*
```

As for the electronic energy: -59343.30155 eV. As for the largest force on an atom: 0.33 eV/A.

---

No. 2
The following is a DFT calculation (the ωB97M-V functional and the def2-TZVPD basis) of a structure of composition C16H45InN3P2.

Geometry as ORCA input:
```
! RIJCOSX wB97M-V def2-TZVPD def2/J DEFGRID3
* xyz -1 1
C 0.9094 2.0229 0.1540
C 0.7731 0.6727 -0.5458
P -0.8466 0.3374 -1.4301
C -1.3021 -1.2997 -0.6879
C -1.3414 -1.3924 0.8393
In -2.6786 1.9241 -0.6406
P -4.6813 0.5692 0.2289
N -5.9275 0.3721 -0.7538
H 0.3981 2.8152 -0.3953
H 1.9599 2.3086 0.2600
H 0.4631 2.0060 1.1454
H 1.5558 0.5907 -1.3026
H 0.9605 -0.1322 0.1691
H -0.6130 -2.0496 -1.0898
H -2.2847 -1.5361 -1.1069
H -1.7294 -0.4637 1.2668
H -1.9729 -2.2119 1.1895
H -0.3430 -1.5529 1.2522
H -2.1994 3.0753 0.6010
H -3.2723 2.7637 -2.0460
H -4.2635 -0.6663 0.7935
H -5.0813 1.1064 1.4821
H -5.7215 0.8249 -1.6386
C -1.7310 1.6285 3.4362
C -1.3961 1.4473 4.9051
N -1.0984 0.0635 5.2464
C -1.0154 -0.1862 6.6702
C 0.1184 0.4857 7.4579
C -0.0993 -0.5885 4.4131
C 1.2810 0.0728 4.3039
H -2.5236 0.9440 3.1268
H -2.0640 2.6444 3.2290
H -0.8671 1.4480 2.8002
H -2.2499 1.7444 5.5220
H -0.5754 2.1373 5.1657
H -0.9536 -1.2696 6.8117
H -1.9697 0.1284 7.1050
H 1.0888 0.0411 7.2387
H -0.0618 0.3782 8.5299
H 0.1778 1.5524 7.2370
H -0.5114 -0.6811 3.4064
H 0.0095 -1.6101 4.7881
H 1.1916 1.1408 4.0981
H 1.8348 -0.3718 3.4745
H 1.8782 -0.0468 5.2078
C 2.0039 -1.8300 -7.4101
C 2.7403 -1.0945 -6.3007
N 1.8532 -0.3202 -5.4568
C 2.5422 0.6310 -4.6020
C 3.5045 0.0773 -3.5432
C 0.7579 -1.0541 -4.8330
C 1.1151 -2.2617 -3.9589
H 1.3766 -1.1375 -7.9734
H 2.7206 -2.2889 -8.0935
H 1.3667 -2.6236 -7.0187
H 3.4472 -0.3871 -6.7465
H 3.3526 -1.8242 -5.7426
H 1.7778 1.2377 -4.1098
H 3.1043 1.3036 -5.2594
H 2.9751 -0.4062 -2.7246
H 4.0915 0.8947 -3.1186
H 4.2025 -0.6448 -3.9718
H 0.0786 -1.3877 -5.6217
H 0.1915 -0.3421 -4.2296
H 1.8304 -2.9265 -4.4501
H 0.2110 -2.8385 -3.7555
H 1.5315 -1.9639 -2.9973
*
```

As for the electronic energy: -45542.44175 eV. As for the largest force on an atom: 0.40 eV/A.

---

No. 3
The following is a DFT calculation (the ωB97M-V functional and the def2-TZVPD basis) of a cluster of 5 separate species, C16H45N3O5 in total.

Geometry as ORCA input:
```
! RIJCOSX wB97M-V def2-TZVPD def2/J DEFGRID3
* xyz 0 1
C 1.0948 -5.4858 -3.8334
O 1.3490 -5.1915 -5.1973
C 0.1842 -4.9500 -5.9551
C 0.3073 -3.6322 -6.7190
C 0.4726 -2.4563 -5.7790
N -0.8294 -3.3911 -7.6035
H 0.5618 -6.4366 -3.7354
H 0.5575 -4.6667 -3.3496
H 2.0574 -5.6041 -3.3373
H 0.0820 -5.7623 -6.6891
H -0.7451 -4.9297 -5.3700
H 1.1987 -3.7114 -7.3516
H 0.2797 -1.5181 -6.3018
H 1.4436 -2.3746 -5.2966
H -0.2837 -2.5422 -4.9862
H -1.0658 -4.2303 -8.1168
H -1.6349 -3.0508 -7.0949
C 1.0651 4.5484 6.6140
O 0.5955 3.2562 6.3366
C 0.8475 2.8748 4.9992
C 0.1346 1.6009 4.7154
C 0.3764 1.1533 3.2972
N -1.3296 1.8483 4.8824
H 0.8576 4.7655 7.6614
H 0.5861 5.3141 5.9928
H 2.1541 4.6202 6.4777
H 0.5124 3.6669 4.3136
H 1.9330 2.7588 4.8502
H 0.4081 0.8255 5.4385
H -0.1317 0.2264 3.0238
H 1.4467 1.0565 3.1055
H -0.0273 1.8814 2.5879
H -1.4838 2.3061 5.7760
H -1.7905 0.9478 4.9711
C -0.4698 3.6311 -0.1110
O -1.0925 2.5854 0.6028
C -2.4630 2.8329 0.8559
C -3.0219 1.6891 1.6866
C -3.6204 0.5899 0.8202
N -4.0567 2.2309 2.5672
H -0.4226 4.5364 0.5018
H -0.9880 3.8355 -1.0546
H 0.5360 3.2893 -0.3536
H -2.5630 3.7519 1.4462
H -3.0381 2.9162 -0.0724
H -2.2219 1.2330 2.2799
H -2.8595 0.1215 0.1875
H -4.4157 0.9595 0.1719
H -3.9984 -0.2272 1.4412
H -4.4902 1.5076 3.1308
H -3.6304 2.8362 3.2630
C 3.2523 -1.2833 0.4340
C 2.7372 -1.2695 1.8716
O 2.7523 -2.5775 2.4482
H 3.3295 -0.2751 0.0350
H 2.5211 -1.8276 -0.1738
H 4.1585 -1.8782 0.2965
H 1.7297 -0.8692 1.8027
H 3.3717 -0.6209 2.4818
H 3.5180 -2.6383 3.0230
C 0.9967 -0.2959 -2.7431
C 0.0390 0.4050 -1.8466
O 0.6527 0.4743 -0.5346
H 0.6623 -0.2556 -3.7826
H 0.9993 -1.3628 -2.4981
H 2.0088 0.0846 -2.6523
H -0.9477 -0.0500 -1.7506
H -0.1213 1.4378 -2.1853
H -0.0278 0.7656 0.0838
*
```

As for the electronic energy: -32027.50533 eV. The SMILES is COC[C@H](C)N.COC[C@H](C)N.COC[C@H](C)N.CCO.CCO. The calculation puts the energy relative to the best compared isomer or geometry (same formula, charge and spin) at 1.2 kcal per mole. As for the largest force on an atom: 1.81 eV/A.

---

Q: Which value of electronic energy does entry 1 give?
A: -59343.30155 eV

---

Q: Among the records above, which one has the highest electronic energy?
A: C16H45N3O5